# 1
The following is a quantum chemistry calculation of a molecular structure, C5H31O11 at a distorted geometry, from OMol25.

Calculated values
HOMO level ... -0.233 Eh
Total charge ... -1

```
47
C5H31O11 (ωB97M-V/def2-TZVPD)
C -3.40127 0.78794 -0.25196
O -3.11440 -0.27930 0.62045
C -3.07569 0.55970 -1.70798
C -1.73902 0.02105 -2.25387
C -1.75863 -1.49380 -2.52556
C -0.55957 0.36166 -1.25303
H -4.45208 1.11826 -0.19632
H -2.91351 1.65666 0.20561
H -3.23703 1.51140 -2.22254
H -3.83708 -0.12874 -2.09778
H -1.32745 0.56236 -3.10498
H -1.90959 -2.04659 -1.59162
H -2.58031 -1.72377 -3.20373
H -0.73934 -1.70879 -2.85845
H 0.33152 -0.01238 -1.74615
H -0.93403 0.19701 -0.23976
H -0.36705 1.44224 -1.23906
H 1.21283 3.91010 -1.08515
H -0.24592 3.52239 -0.73505
O 0.28791 4.06408 -1.31274
H 1.83821 -3.69579 0.93631
H 2.17290 -4.59489 -0.20057
O 2.28730 -3.67567 0.07189
H 2.38760 -1.97392 2.04289
H 2.84949 -0.62440 1.55160
O 3.19521 -1.42315 1.97045
H 1.61856 2.94398 1.05151
H 3.12426 3.49207 1.00839
O 2.38923 3.20333 0.46668
H -3.05721 -1.14956 0.22723
H -0.90822 0.02636 2.63064
O 0.00534 -0.12735 2.37280
H 0.56949 -2.85446 2.89234
H 0.33051 -1.52741 2.11140
O 0.62317 -2.51658 1.99300
H 0.82054 0.64556 4.39932
H -0.36808 -0.11823 4.80550
O 0.49687 0.12478 5.14638
H 1.83696 -2.48919 -1.18155
H 1.08481 -1.24967 -0.92377
O 1.54306 -1.68206 -1.65586
H 2.88236 -0.41760 -2.84032
H 2.68978 1.04970 -3.44394
O 3.20797 0.48724 -2.86577
H -0.22432 2.66704 2.18438
H 0.37951 0.98674 2.02365
O 0.58437 2.17167 2.02511
```

Here are the Mulliken charges for atoms 1 to 8, given in e: number 1, C, carries -0.4769; number 2, O, carries -0.5293; number 3, C, carries -0.9404; number 4, C, carries 0.6409; number 5, C, carries -1.3675; number 6, C, carries -0.5165; number 7, H, carries 0.3370; number 8, H, carries 0.2203

# 2
The following is a quantum chemistry calculation of 11 unconnected molecules or ions with the total composition C5H32NO11 at a distorted geometry, from OMol25.

Calculated values
HOMO level ... -0.477 Eh
Total charge ... +1

```
49
C5H32NO11 (ωB97M-V/def2-TZVPD)
C 1.39003 1.67665 3.17395
O 0.03612 1.74207 3.15467
C 1.76259 0.22071 3.06094
C 0.82878 -0.50576 1.90399
C 0.99027 0.36550 0.63431
C 1.85754 -0.04243 -1.77339
N 1.82900 -0.19882 -0.52190
H 1.91917 2.44549 2.49321
H 1.58550 1.89276 4.21494
H -0.44321 1.60112 4.02490
H 1.39719 -0.37639 3.95672
H 2.88790 0.10733 3.01391
H 1.21835 -1.60071 1.86152
H -0.19656 -0.40463 2.36342
H 0.01893 0.52739 0.12326
H 1.21223 1.50065 0.83765
H 2.60594 -0.68920 -2.32807
H 1.05999 0.53721 -2.34392
H 2.56313 -0.89267 -0.17196
H -0.57074 2.25862 -1.41608
H -0.73745 2.97263 -2.75110
O -0.49121 2.20917 -2.27619
H -1.16610 2.31893 0.95991
H -2.42461 2.00914 -0.03055
O -1.42225 2.07132 0.08884
H -3.40409 -2.34926 0.43688
H -3.30979 -1.85846 -1.06725
O -3.69288 -1.70130 -0.21975
H 3.82844 -2.02306 1.65841
H 2.75164 -2.95899 1.00086
O 3.26488 -2.24263 1.00089
H -2.56308 -2.52503 -3.21916
H -2.49750 -0.96363 -2.73294
O -2.25063 -1.88205 -2.63053
H 0.68294 -4.13236 0.41105
H 0.73329 -2.77745 -0.46639
O 1.04305 -3.25713 0.41871
H -4.54004 1.35408 0.76854
H -3.99221 -0.02971 0.02710
O -3.90435 1.04531 0.14598
H -3.03715 1.18088 -1.69911
H -1.86144 1.14859 -2.57101
O -2.60810 0.71566 -2.47644
H 1.92790 2.91434 -1.00019
H 3.22441 3.44227 -1.63972
O 2.70216 2.63885 -1.52206
H -0.09014 -3.26995 -2.48066
H -0.49127 -1.82623 -2.08990
O 0.37341 -2.38884 -2.30626
```

Here are the Mulliken charges for atoms 1 to 8, given in e: number 1, C, carries -0.5858; number 2, O, carries -0.4974; number 3, C, carries -0.6066; number 4, C, carries -0.0440; number 5, C, carries -0.2447; number 6, C, carries -0.2530; number 7, N, carries 0.3792; number 8, H, carries 0.1985

# 3
The following is a quantum chemistry calculation of 11 unconnected molecules or ions with the total composition C5H32NO11 at a distorted geometry, from OMol25.

Calculated values
HOMO level (spin up / spin down) ... -0.609 / -0.609 Eh
2S+1 ... 2
Total charge ... +2
Expectation value of S² ... 0.755

```
49
C5H32NO11 (ωB97M-V/def2-TZVPD)
C -2.13589 -2.25012 1.67797
O -0.92289 -2.93197 1.42750
C -1.80191 -1.07493 2.66085
C -1.73050 0.11927 1.87071
C -0.67404 -0.04326 0.60961
C -0.85226 -0.68213 -1.80043
N -1.30832 -0.06079 -0.75778
H -2.47091 -1.89561 0.67181
H -2.81925 -2.93185 2.16962
H -0.32382 -3.08759 2.16539
H -0.71957 -1.20415 3.03344
H -2.67027 -1.12783 3.44754
H -2.84025 0.26428 1.52014
H -1.50133 1.08622 2.38882
H 0.14253 0.79534 0.72417
H 0.00716 -0.89871 0.68888
H -1.37025 -0.39873 -2.67395
H -0.21701 -1.52049 -1.65703
H -1.75022 0.78669 -0.94769
H 3.13312 -1.54592 -0.31514
H 2.05629 -2.56747 -0.83908
O 2.09150 -1.61553 -0.48915
H 4.65984 -1.28375 1.11628
H 4.05189 -2.48250 1.57326
O 4.49135 -2.04886 0.73457
H 0.84963 3.52559 -0.07894
H 0.18734 2.65317 1.04113
O 0.99449 3.06396 0.79475
H -2.88735 2.48744 -2.38136
H -4.02949 1.39090 -1.95416
O -3.50575 2.20564 -1.76336
H 1.10796 -0.58073 -2.58320
H 2.01969 0.40494 -1.58119
O 1.35253 0.17584 -2.26995
H -2.29445 2.88219 1.04193
H -1.40026 3.65314 0.20389
O -1.66926 2.71634 0.52820
H 3.75568 2.21272 2.21053
H 2.57564 2.30925 1.29848
O 3.35139 1.84337 1.50078
H 3.56764 1.03222 0.08875
H 3.84425 0.48265 -1.27929
O 3.32329 1.12836 -0.84419
H -2.05397 -3.80985 -1.75446
H -1.21629 -3.57439 -0.43986
O -1.37710 -3.27022 -1.30860
H -0.21361 1.92944 -3.87187
H -0.00166 1.76530 -2.49301
O -0.80532 1.97312 -3.10533
```

Here are the Mulliken charges for atoms 1 to 8, given in e: number 1, C, carries -0.1607; number 2, O, carries -0.2793; number 3, C, carries -0.6564; number 4, C, carries -0.6921; number 5, C, carries 0.0137; number 6, C, carries -0.9217; number 7, N, carries 0.4327; number 8, H, carries 0.2413

M
In order: 267.29; 282.31; 282.31
Unit: g mol⁻¹
Relative energy (zero: lowest compared OMol25 entry of this formula, charge and spin)
In order: 51.14; 121.74; 119.00
Unit: kcal per mole